Computed, not measured: a molecular structure, C55H48F4N11O27S4Y in a non-equilibrium geometry, with ωB97M-V/def2-TZVPD.

Output
ΔE to the lowest compared entry with this formula, charge and spin (kJ/mol): 875.5
Energy (eV): -184708.5870
Frontier orbital gap (eV): 7.3
E_LUMO (eV): -1.80

Each line ends with the Löwdin charge.
Atoms and positions in Å:
Y: 1.58 -2.09 0.80  1.60
N: 3.36 -1.20 1.75  -0.37
S: 3.64 -0.17 2.79  0.42
O: 3.67 1.21 2.34  -0.25
O: 4.09 -0.56 4.11  -0.22
F: 2.05 -0.32 3.20  -0.25
S: 5.11 -1.22 1.46  0.61
O: 6.06 -1.93 2.29  -0.20
O: 5.55 -0.03 0.75  -0.23
F: 5.01 -2.19 0.20  -0.18
N: 2.01 -3.40 -0.88  -0.37
S: 0.93 -3.48 -2.34  0.64
O: -0.22 -4.31 -2.19  -0.23
O: 1.30 -3.21 -3.73  -0.22
F: 0.36 -1.97 -2.01  -0.23
S: 2.87 -4.62 -1.43  0.42
O: 3.90 -4.30 -2.36  -0.22
O: 2.28 -5.92 -1.46  -0.24
F: 3.73 -4.88 -0.12  -0.19
C: -0.79 0.52 0.88  -0.23
O: -0.36 -0.84 0.76  -0.46
H: -1.53 0.65 0.08  0.05
H: -1.29 1.00 1.72  0.06
H: 0.09 1.15 0.74  0.05
C: -4.84 -4.83 -0.28  -0.11
C: -4.19 -3.79 0.21  -0.10
C: -2.86 -3.80 0.62  0.05
C: -2.09 -4.95 0.31  -0.15
C: -2.71 -5.98 -0.35  0.03
C: -4.15 -5.99 -0.61  -0.01
N: -0.68 -4.98 0.69  -0.29
O: -0.21 -3.96 1.19  -0.05
O: -0.01 -5.96 0.46  0.12
H: -5.91 -4.77 -0.27  0.12
H: -4.82 -3.00 0.59  0.11
H: -2.37 -3.01 1.17  0.11
H: -2.02 -6.78 -0.59  0.12
H: -4.66 -6.76 -1.16  0.10
C: 4.54 3.95 -1.91  -0.02
C: 3.82 3.42 -0.83  -0.06
C: 3.42 2.08 -0.77  -0.01
C: 3.67 1.23 -1.83  -0.12
C: 4.34 1.80 -2.99  0.02
C: 4.83 3.09 -3.02  -0.04
N: 3.14 -0.10 -1.86  -0.25
O: 2.78 -0.67 -0.84  -0.08
O: 3.39 -0.74 -2.91  0.12
H: 4.69 5.02 -1.90  0.11
H: 3.59 4.04 0.03  0.09
H: 2.94 1.72 0.13  0.09
H: 4.74 1.22 -3.82  0.12
H: 5.24 3.40 -3.97  0.11
C: -2.75 2.75 -6.52  -0.03
C: -2.45 3.57 -7.59  -0.09
C: -1.27 4.22 -7.67  -0.03
C: -0.31 4.10 -6.67  -0.11
C: -0.56 3.29 -5.50  0.01
C: -1.75 2.57 -5.50  -0.06
N: 0.97 4.89 -6.60  -0.31
O: 0.98 5.99 -7.14  0.07
O: 1.98 4.37 -6.04  0.03
H: -3.66 2.17 -6.43  0.09
H: -3.20 3.66 -8.36  0.11
H: -0.91 4.94 -8.40  0.12
H: 0.02 3.13 -4.61  0.10
H: -1.92 1.83 -4.72  0.09
C: 2.86 -8.77 4.17  -0.06
C: 3.27 -7.82 5.11  -0.06
C: 3.42 -6.48 4.72  0.01
C: 3.03 -6.03 3.44  -0.09
C: 2.44 -6.97 2.51  0.04
C: 2.45 -8.31 2.91  -0.06
N: 3.22 -4.66 2.94  -0.25
O: 4.02 -3.87 3.52  0.07
O: 2.51 -4.24 2.03  -0.05
H: 2.96 -9.79 4.50  0.11
H: 3.72 -8.07 6.06  0.11
H: 3.64 -5.73 5.47  0.11
H: 2.13 -6.85 1.48  0.10
H: 1.89 -9.04 2.34  0.11
C: 0.56 5.04 -1.22  -0.06
C: -0.19 6.12 -1.58  -0.09
C: -1.44 6.00 -2.16  0.01
C: -2.04 4.70 -2.34  -0.08
C: -1.31 3.56 -1.87  -0.01
C: -0.02 3.78 -1.34  -0.05
N: -3.46 4.37 -2.85  -0.32
O: -4.27 5.24 -3.07  0.08
O: -3.73 3.20 -3.14  0.01
H: 1.51 5.21 -0.74  0.09
H: 0.23 7.11 -1.44  0.11
H: -2.12 6.80 -2.38  0.11
H: -1.68 2.55 -1.73  0.10
H: 0.45 2.94 -0.85  0.09
C: -0.33 5.17 2.97  -0.07
C: -0.47 6.38 2.21  -0.03
C: 0.75 6.96 1.91  -0.05
C: 1.94 6.39 2.21  -0.19
C: 2.08 5.20 2.92  0.02
C: 0.88 4.57 3.28  -0.04
N: 3.11 7.12 1.73  -0.36
O: 3.62 6.76 0.66  0.06
O: 3.31 8.19 2.23  0.13
H: -1.27 4.73 3.27  0.07
H: -1.47 6.76 2.05  0.11
H: 0.71 7.91 1.40  0.13
H: 3.07 4.81 3.09  0.13
H: 0.84 3.62 3.79  0.11
C: 1.30 -2.88 8.27  -0.07
C: 2.20 -2.91 7.19  -0.06
C: 1.85 -2.70 5.87  0.01
C: 0.47 -2.51 5.59  -0.08
C: -0.41 -2.54 6.67  0.00
C: -0.01 -2.66 8.00  -0.07
N: -0.09 -2.49 4.19  -0.28
O: 0.66 -2.57 3.25  -0.05
O: -1.25 -2.13 4.02  0.11
H: 1.81 -3.05 9.20  0.11
H: 3.25 -3.12 7.37  0.11
H: 2.59 -2.59 5.10  0.09
H: -1.42 -2.21 6.49  0.12
H: -0.68 -2.70 8.84  0.11
C: -3.64 4.03 1.07  -0.05
C: -3.55 3.97 2.43  -0.09
C: -3.82 2.86 3.22  0.00
C: -4.24 1.73 2.58  -0.17
C: -4.50 1.80 1.22  0.00
C: -4.09 2.87 0.50  -0.08
N: -4.19 0.44 3.24  -0.29
O: -3.58 0.25 4.34  0.05
O: -4.90 -0.45 2.74  0.06
H: -3.29 4.87 0.48  0.11
H: -3.26 4.85 3.00  0.10
H: -3.44 2.71 4.22  0.13
H: -4.65 0.91 0.62  0.12
H: -3.88 2.92 -0.56  0.09
C: -4.33 -0.25 -3.74  -0.07
C: -3.36 -1.08 -3.25  -0.06
C: -2.75 -2.08 -4.03  0.04
C: -3.09 -2.16 -5.37  -0.16
C: -4.08 -1.35 -5.92  0.00
C: -4.73 -0.47 -5.07  -0.07
N: -2.38 -3.03 -6.25  -0.35
O: -2.42 -2.86 -7.44  0.09
O: -1.63 -3.92 -5.81  0.07
H: -4.86 0.46 -3.13  0.10
H: -3.13 -0.91 -2.20  0.10
H: -1.84 -2.57 -3.71  0.10
H: -4.40 -1.56 -6.93  0.12
H: -5.29 0.29 -5.59  0.10

Computed, not measured: 2 unconnected molecules or ions with the total composition C5H15NO in a non-equilibrium geometry, with ωB97M-V/def2-TZVPD.

Output
ΔE to the lowest compared entry with this formula, charge and spin (kJ/mol): 396.6
Energy (eV): -8962.2483
SMILES: CCN(C)CC.O
Frontier orbital gap (eV): 9.1
E_LUMO (eV): 0.91

Each line ends with the natural charge from an NBO analysis.
Atoms and positions in Å:
C: -1.84 -1.16 0.04  -0.63
C: -0.64 -0.44 0.54  -0.21
N: 0.00 0.70 -0.23  -0.50
C: 0.46 1.75 0.76  -0.43
C: 1.08 0.52 -1.31  -0.22
C: 0.22 0.34 -2.59  -0.61
H: -1.82 -1.56 -1.07  0.22
H: -1.93 -1.99 0.79  0.22
H: -2.66 -0.43 0.19  0.21
H: -0.90 -0.12 1.67  0.22
H: 0.36 -1.17 0.34  0.15
H: 0.72 1.17 1.72  0.19
H: -0.37 2.47 0.78  0.20
H: 1.27 2.49 0.37  0.20
H: 1.77 -0.37 -1.35  0.18
H: 1.63 1.46 -1.28  0.20
H: 0.89 0.04 -3.33  0.20
H: -0.60 -0.49 -2.26  0.20
H: -0.51 1.20 -2.71  0.22
O: 1.20 -1.58 3.07  -1.00
H: 0.46 -1.50 3.70  0.50
H: 1.20 -1.33 2.13  0.50

Computed, not measured: 10 unconnected molecules or ions with the total composition C15H51NO11 in a non-equilibrium geometry, with ωB97M-V/def2-TZVPD.

Output
ΔE to the lowest compared entry with this formula, charge and spin (kJ/mol): 73.2
Energy (eV): -40388.6755
SMILES: COCCNCCOC.CO.CO.CO.CO.CO.CO.CO.CO.CO
Frontier orbital gap (eV): 9.2
E_LUMO (eV): 0.13

Each line ends with the Löwdin charge.
Atoms and positions in Å:
C: -0.73 1.86 3.76  -0.14
O: -0.97 3.21 3.93  -0.17
C: -1.92 3.43 4.90  -0.28
C: -3.28 3.16 4.47  -0.24
N: -3.54 3.78 3.16  -0.02
C: -4.64 3.14 2.46  -0.26
C: -4.92 3.80 1.21  -0.28
O: -3.84 3.63 0.32  -0.19
C: -4.17 4.07 -0.99  -0.11
H: -0.28 1.40 4.65  0.10
H: -0.02 1.77 2.94  0.09
H: -1.63 1.27 3.49  0.09
H: -1.85 4.49 5.13  0.13
H: -1.67 2.87 5.81  0.13
H: -3.94 3.63 5.23  0.13
H: -3.54 2.07 4.50  0.12
H: -2.69 3.71 2.58  0.11
H: -5.55 3.17 3.09  0.13
H: -4.49 2.04 2.26  0.14
H: -5.06 4.88 1.39  0.13
H: -5.82 3.37 0.76  0.13
H: -4.72 5.03 -0.99  0.09
H: -4.78 3.34 -1.55  0.10
H: -3.24 4.25 -1.54  0.07
C: 3.03 1.75 4.24  -0.18
O: 3.23 2.10 5.57  -0.11
H: 3.23 2.56 3.52  0.09
H: 3.74 0.95 4.00  0.08
H: 2.02 1.37 4.05  0.05
H: 2.67 2.86 5.77  0.08
C: 1.05 -0.90 -4.99  -0.15
O: 1.95 -0.78 -6.12  -0.12
H: 0.84 0.09 -4.61  0.07
H: 0.11 -1.41 -5.25  0.07
H: 1.49 -1.51 -4.17  0.07
H: 1.84 -1.53 -6.70  0.07
C: 4.04 -3.57 -1.73  -0.13
O: 5.19 -3.29 -2.58  -0.15
H: 3.44 -2.67 -1.51  0.06
H: 3.40 -4.29 -2.23  0.05
H: 4.34 -3.99 -0.75  0.08
H: 5.50 -2.36 -2.43  0.04
C: -2.08 -1.27 -2.87  -0.12
O: -3.39 -1.87 -3.15  -0.13
H: -2.16 -0.22 -3.15  0.07
H: -1.78 -1.42 -1.83  0.07
H: -1.30 -1.71 -3.50  0.06
H: -3.34 -2.81 -2.96  0.06
C: 1.02 -5.90 -1.55  -0.18
O: 0.24 -6.84 -2.26  -0.11
H: 1.02 -4.92 -2.04  0.07
H: 0.72 -5.74 -0.51  0.07
H: 2.10 -6.18 -1.55  0.08
H: 0.49 -7.72 -1.97  0.07
C: 4.25 0.16 -2.63  -0.10
O: 5.61 -0.42 -2.68  -0.14
H: 4.20 1.19 -2.99  0.08
H: 3.54 -0.45 -3.21  0.06
H: 3.93 0.15 -1.59  0.07
H: 5.95 -0.35 -3.58  0.09
C: 1.23 -4.24 2.01  -0.12
O: 0.12 -3.35 1.75  -0.14
H: 0.93 -5.26 2.23  0.08
H: 1.84 -4.23 1.11  0.07
H: 1.87 -3.86 2.83  0.09
H: -0.45 -3.25 2.52  0.09
C: -0.83 2.73 -1.29  -0.14
O: 0.07 2.29 -2.34  -0.13
H: -0.56 2.24 -0.34  0.07
H: -0.76 3.81 -1.09  0.08
H: -1.87 2.43 -1.47  0.06
H: -0.43 2.13 -3.14  0.06
C: 1.11 -1.00 -0.79  -0.17
O: 0.70 -2.35 -0.84  -0.16
H: 0.35 -0.35 -0.31  0.08
H: 2.05 -0.87 -0.22  0.08
H: 1.28 -0.66 -1.81  0.06
H: 0.51 -2.63 0.10  0.05